DFT (ωB97M-V with the def2-TZVPD basis set) results for a structure of composition C20H19AsCl3NOTi.

Last column: natural (NBO) charge in e.
Cartesian coordinates (Å):
Ti 0.012 -0.001 0.328  1.67
Cl -1.508 4.801 -4.561  0.11
C -1.080 3.415 -3.653  -0.01
C -0.692 3.564 -2.327  -0.24
C -0.350 2.420 -1.643  -0.07
Cl 0.152 2.485 0.048  0.15
C -0.375 1.152 -2.205  0.25
O -0.006 0.077 -1.444  -0.69
C -0.772 1.031 -3.531  -0.06
Cl -0.822 -0.530 -4.244  0.10
C -1.121 2.159 -4.252  -0.21
H -0.661 4.538 -1.860  0.27
H -1.428 2.061 -5.284  0.27
C 0.651 -3.713 2.628  -0.23
C -0.673 -4.126 2.723  -0.07
C -1.683 -3.316 2.230  -0.21
C -1.358 -2.104 1.649  0.22
N -0.058 -1.730 1.519  -0.60
C 0.918 -2.515 2.011  0.10
C -2.337 -1.107 1.169  -0.03
C -3.684 -1.407 1.009  -0.17
C -4.579 -0.420 0.623  -0.14
C -4.144 0.878 0.396  -0.17
C -2.797 1.188 0.519  -0.17
C -1.879 0.209 0.896  -0.42
H 1.460 -4.312 3.022  0.26
H -0.915 -5.071 3.192  0.26
H -2.716 -3.613 2.328  0.25
H 1.930 -2.160 1.897  0.21
H -4.051 -2.407 1.196  0.24
H -5.627 -0.665 0.510  0.25
H -4.850 1.648 0.116  0.25
H -2.479 2.204 0.324  0.23
C 3.828 -1.308 0.165  -0.92
As 2.777 0.290 0.493  0.91
C 3.665 1.166 1.975  -0.92
C 3.324 1.356 -1.027  -0.92
H 4.853 -0.992 -0.018  0.26
H 3.440 -1.813 -0.718  0.25
H 3.817 -1.991 1.011  0.24
H 4.724 0.917 1.941  0.26
H 3.245 0.846 2.925  0.25
H 3.541 2.242 1.870  0.26
H 4.409 1.444 -1.015  0.26
H 2.886 2.351 -0.984  0.25
H 3.012 0.858 -1.944  0.25

Calculated values
* LUMO: -7.85 eV
* ΔE to the lowest compared entry with this formula, charge and spin: 0.00 kJ/mol
* total charge: +2
* 2S+1: 1
* orbital gap: 6.820 eV
* HOMO energy: -14.67 eV

DFT (ωB97M-V with the def2-TZVPD basis set) results for a structure of composition C20H19BCdF2IN3O3.

Last column: natural (NBO) charge in e.
Cartesian coordinates (Å):
Cd 0.924 0.582 1.080  1.59
O -2.274 2.920 2.480  -0.73
C -1.428 2.272 1.849  0.74
O -0.516 1.549 2.402  -0.89
C -1.440 2.315 0.353  -0.05
C -2.224 3.228 -0.348  -0.20
C -2.154 3.291 -1.717  -0.25
C -1.277 2.438 -2.441  -0.04
C -1.169 2.413 -3.828  -0.47
C -0.353 1.426 -4.450  -0.20
C 0.431 0.580 -3.749  -0.31
C 0.610 0.716 -2.261  -0.30
C -0.490 1.543 -1.634  0.21
N -0.602 1.491 -0.318  -0.56
H -2.867 3.883 0.226  0.22
H -2.756 4.006 -2.270  0.18
H -1.756 3.098 -4.431  0.18
H -0.405 1.321 -5.532  0.18
H 1.003 -0.199 -4.238  0.19
H 0.632 -0.281 -1.808  0.21
I 2.492 -0.560 3.055  -0.81
C -1.754 -1.099 4.131  -0.64
C -1.698 -2.290 3.185  0.28
C -1.020 -3.484 3.851  -0.64
C -3.093 -2.650 2.682  -0.63
O -0.909 -1.875 2.040  -0.74
H -2.590 -1.208 4.827  0.19
H -1.868 -0.174 3.565  0.27
H -0.825 -1.020 4.693  0.23
H -1.544 -3.728 4.777  0.20
H 0.013 -3.225 4.085  0.24
H -1.025 -4.359 3.199  0.21
H -3.719 -2.977 3.513  0.20
H -3.036 -3.452 1.943  0.21
H -3.550 -1.775 2.218  0.23
F 0.185 -2.042 0.022  -0.50
B -0.514 -2.609 1.016  1.41
F -0.824 -3.901 0.804  -0.52
N 5.981 -2.267 -1.743  -0.50
C 5.181 -1.424 -1.733  0.33
C 4.201 -0.424 -1.758  -0.45
C 4.020 0.424 -2.920  -0.18
C 3.025 1.313 -2.944  -0.24
C 2.004 1.381 -1.838  -0.09
N 2.466 0.774 -0.579  -0.72
C 3.429 -0.118 -0.634  0.15
H 4.739 0.353 -3.730  0.19
H 2.887 2.004 -3.766  0.20
H 1.781 2.435 -1.632  0.18
H 3.677 -0.616 0.301  0.20

Calculated values
* LUMO: 4.27 eV
* ΔE to the lowest compared entry with this formula, charge and spin: 0.00 kJ/mol
* total charge: -2
* 2S+1: 1
* orbital gap: 4.509 eV
* HOMO energy: -0.23 eV

DFT (ωB97M-V with the def2-TZVPD basis set) results for the molecule C20H19BFN3O3 at a distorted geometry.

Last column: natural (NBO) charge in e.
Cartesian coordinates (Å):
C -2.149 1.236 -2.939  -0.41
N -0.777 1.032 -2.469  -0.42
C 0.271 1.009 -3.488  -0.26
C 0.719 -0.364 -3.717  0.00
C 0.093 -1.384 -2.986  -0.23
C 0.530 -2.653 -3.234  -0.19
C 1.597 -2.994 -4.056  -0.22
C 2.184 -1.925 -4.721  -0.16
C 1.792 -0.657 -4.547  -0.41
B 2.420 0.556 -5.309  1.15
O 1.867 0.843 -6.571  -0.94
O 3.354 1.361 -4.616  -0.88
C -0.554 0.597 -1.154  0.43
C 0.720 0.585 -0.601  -0.33
C 0.860 0.380 0.739  -0.08
C -0.242 0.275 1.565  -0.26
C -0.027 -0.005 2.992  0.68
O 1.008 -0.542 3.352  -0.61
N -1.069 0.130 3.929  -0.60
C -1.031 0.034 5.281  0.15
C -2.223 0.371 6.005  -0.24
C -2.115 0.492 7.380  -0.26
C -0.902 0.182 8.060  0.37
F -1.010 0.161 9.459  -0.35
C 0.266 -0.191 7.392  -0.26
C 0.177 -0.224 5.981  -0.24
C -1.513 0.291 0.940  0.09
N -1.684 0.313 -0.401  -0.50
H -2.200 2.259 -3.362  0.19
H -2.972 1.196 -2.195  0.25
H -2.276 0.545 -3.757  0.19
H 1.074 1.693 -3.229  0.23
H -0.109 1.447 -4.426  0.23
H -0.890 -1.155 -2.535  0.23
H 0.038 -3.493 -2.750  0.21
H 1.831 -3.966 -4.288  0.21
H 2.953 -2.143 -5.492  0.20
H 1.293 0.240 -7.140  0.53
H 3.492 2.190 -5.106  0.49
H 1.617 0.758 -1.148  0.23
H 1.840 0.206 1.217  0.25
H -1.908 0.562 3.620  0.39
H -3.213 0.498 5.515  0.22
H -2.940 0.895 8.009  0.23
H 1.181 -0.304 7.938  0.23
H 1.082 -0.433 5.392  0.27
H -2.457 0.093 1.471  0.19

Calculated values
* LUMO: 0.20 eV
* SMILES: CN(Cc1ccccc1B(O)O)c1ccc(C(=O)Nc2ccc(F)cc2)cn1
* 2S+1: 1
* orbital gap: 8.150 eV
* HOMO energy: -7.95 eV

What did the third record say?
DFT (ωB97M-V with the def2-TZVPD basis set) results for the molecule C20H19BFN3O3 at a distorted geometry.

Last column: natural (NBO) charge in e.
Cartesian coordinates (Å):
C -2.149 1.236 -2.939  -0.41
N -0.777 1.032 -2.469  -0.42
C 0.271 1.009 -3.488  -0.26
C 0.719 -0.364 -3.717  0.00
C 0.093 -1.384 -2.986  -0.23
C 0.530 -2.653 -3.234  -0.19
C 1.597 -2.994 -4.056  -0.22
C 2.184 -1.925 -4.721  -0.16
C 1.792 -0.657 -4.547  -0.41
B 2.420 0.556 -5.309  1.15
O 1.867 0.843 -6.571  -0.94
O 3.354 1.361 -4.616  -0.88
C -0.554 0.597 -1.154  0.43
C 0.720 0.585 -0.601  -0.33
C 0.860 0.380 0.739  -0.08
C -0.242 0.275 1.565  -0.26
C -0.027 -0.005 2.992  0.68
O 1.008 -0.542 3.352  -0.61
N -1.069 0.130 3.929  -0.60
C -1.031 0.034 5.281  0.15
C -2.223 0.371 6.005  -0.24
C -2.115 0.492 7.380  -0.26
C -0.902 0.182 8.060  0.37
F -1.010 0.161 9.459  -0.35
C 0.266 -0.191 7.392  -0.26
C 0.177 -0.224 5.981  -0.24
C -1.513 0.291 0.940  0.09
N -1.684 0.313 -0.401  -0.50
H -2.200 2.259 -3.362  0.19
H -2.972 1.196 -2.195  0.25
H -2.276 0.545 -3.757  0.19
H 1.074 1.693 -3.229  0.23
H -0.109 1.447 -4.426  0.23
H -0.890 -1.155 -2.535  0.23
H 0.038 -3.493 -2.750  0.21
H 1.831 -3.966 -4.288  0.21
H 2.953 -2.143 -5.492  0.20
H 1.293 0.240 -7.140  0.53
H 3.492 2.190 -5.106  0.49
H 1.617 0.758 -1.148  0.23
H 1.840 0.206 1.217  0.25
H -1.908 0.562 3.620  0.39
H -3.213 0.498 5.515  0.22
H -2.940 0.895 8.009  0.23
H 1.181 -0.304 7.938  0.23
H 1.082 -0.433 5.392  0.27
H -2.457 0.093 1.471  0.19

Calculated values
* LUMO: 0.20 eV
* SMILES: CN(Cc1ccccc1B(O)O)c1ccc(C(=O)Nc2ccc(F)cc2)cn1
* 2S+1: 1
* orbital gap: 8.150 eV
* HOMO energy: -7.95 eV